A structure of composition C22H37BeClO2PSi, computed with wB97M-V/def2-TZVPD.

Properties
energy = -57603.4748 eV
gap between HOMO and LUMO = 7.0 eV
E_HOMO = -4.17 eV
charge = -1

Positions of all 65 atoms, in Å:
Be 0.352 -1.459 -0.374
C -1.183 -0.368 4.379
C 0.249 -0.763 3.994
C 0.640 -2.046 4.742
C 1.210 0.366 4.386
C 0.324 -0.995 2.542
C 0.392 -1.174 1.340
H -1.254 -0.181 5.455
H -1.882 -1.164 4.115
H -1.485 0.534 3.844
H 0.595 -1.888 5.825
H 1.653 -2.348 4.473
H -0.036 -2.860 4.479
H 1.153 0.559 5.462
H 0.957 1.284 3.851
H 2.236 0.099 4.130
Cl 4.627 -2.342 -1.924
C 3.020 -3.096 -2.117
C 1.937 -2.397 -1.325
O 1.003 -3.083 -0.841
O 1.899 -1.145 -1.206
H 3.087 -4.131 -1.802
H 2.765 -3.046 -3.173
C -1.692 -0.468 -3.190
Si -1.561 -0.803 -1.319
C -2.275 0.776 -0.518
C -2.957 -2.064 -0.939
C -3.874 -2.539 -1.880
C -4.864 -3.457 -1.543
C -4.964 -3.926 -0.241
C -4.063 -3.472 0.716
C -3.075 -2.562 0.366
H -2.685 -0.133 -3.508
H -1.434 -1.366 -3.760
H -0.970 0.310 -3.458
H -3.291 0.997 -0.864
H -1.640 1.640 -0.739
H -2.298 0.655 0.570
H -3.817 -2.184 -2.905
H -5.558 -3.808 -2.299
H -5.732 -4.642 0.026
H -4.125 -3.838 1.735
H -2.363 -2.233 1.120
C 0.667 5.196 -1.667
C 0.088 3.824 -2.005
P 1.071 2.296 -1.606
C 2.728 2.788 -2.287
C 3.595 1.567 -2.603
C 1.358 2.540 0.205
C 2.490 1.667 0.748
H 0.017 5.993 -2.038
H 1.651 5.338 -2.118
H 0.770 5.338 -0.591
H -0.112 3.761 -3.079
H -0.883 3.694 -1.518
H 3.242 3.463 -1.595
H 2.544 3.353 -3.206
H 3.748 0.939 -1.725
H 4.573 1.863 -2.993
H 3.105 0.936 -3.346
H 0.421 2.272 0.702
H 1.566 3.591 0.419
H 2.301 0.611 0.557
H 2.588 1.797 1.827
H 3.447 1.940 0.295

***

A structure of composition C22H37CuO2Si in a non-equilibrium geometry, computed with wB97M-V/def2-TZVPD.

Properties
energy = -80022.5897 eV
2S+1 = 2
gap between HOMO and LUMO (alpha / beta) = 5.3 / 5.2 eV
E_HOMO (alpha / beta) = -2.75 / -2.74 eV
charge = -1
⟨S²⟩ = 0.751

Positions of all 63 atoms, in Å:
O -0.914 1.767 -2.390
C -0.677 0.956 -3.601
C -1.536 1.770 -4.558
H -1.069 -0.060 -3.505
H 0.383 0.969 -3.898
C -1.695 2.640 -3.285
H -2.457 1.267 -4.865
H -1.033 2.230 -5.412
C -3.153 2.769 -2.895
H -3.622 1.780 -2.781
H -3.659 3.321 -3.703
H -3.270 3.347 -1.967
C -1.045 3.989 -3.495
H -0.005 3.878 -3.816
H -1.077 4.604 -2.585
H -1.614 4.502 -4.284
Cu 0.310 1.690 0.589
C 2.859 1.853 2.679
C 2.624 0.482 2.366
C 2.281 0.401 0.989
H 2.758 -0.377 3.018
C 2.352 1.738 0.416
C 2.691 2.633 1.509
H 2.841 3.712 1.440
H 3.209 2.211 3.659
H 2.150 -0.540 0.463
H 2.448 1.950 -0.641
C -0.335 1.620 3.809
C -0.452 2.752 2.982
C -1.139 2.380 1.758
H -0.188 3.783 3.256
C -1.300 0.922 1.804
C -0.883 0.502 3.112
H -0.988 -0.498 3.539
H 0.079 1.590 4.821
H -1.676 3.054 1.092
H -1.783 0.319 1.037
O -1.581 -2.556 -2.078
C -1.197 -1.448 -1.243
C 0.312 -1.255 -1.376
H -1.514 -1.681 -0.196
H -1.667 -0.498 -1.535
C 0.868 -2.564 -1.972
H 0.716 -0.941 -0.416
H 0.512 -0.457 -2.093
C -0.382 -3.302 -2.474
H 1.470 -3.090 -1.228
H 1.566 -2.276 -2.781
H -0.503 -4.322 -2.086
H -0.366 -3.436 -3.580
C 1.085 -2.833 4.458
Si 0.959 -2.872 2.598
C 2.161 -4.081 1.797
C -0.828 -3.161 2.090
H 1.852 -2.106 4.783
H 1.361 -3.831 4.846
H 0.120 -2.540 4.913
H 1.861 -5.113 2.035
H 2.177 -3.957 0.703
H 3.176 -3.907 2.185
H -1.061 -4.236 2.174
H -1.497 -2.597 2.761
H -1.014 -2.844 1.054

***

A cluster of 2 separate species, C22H37FIN in total, computed with wB97M-V/def2-TZVPD.

Properties
energy = -35718.0228 eV
gap between HOMO and LUMO = 3.3 eV
E_HOMO = -3.89 eV

Positions of all 62 atoms, in Å:
C -2.733 -5.809 -2.291
C -2.051 -5.543 -0.959
F -1.884 -4.149 -0.855
C -0.718 -6.302 -0.840
C 0.331 -5.630 0.036
I 0.601 -6.853 1.868
C 1.691 -5.529 -0.657
C 1.821 -4.100 -1.134
C 1.871 -3.087 -0.177
C 1.870 -1.758 -0.552
C 1.830 -1.400 -1.902
C 1.815 -2.395 -2.862
C 1.806 -3.737 -2.476
H -3.793 -5.552 -2.276
H -2.235 -5.218 -3.063
H -2.626 -6.863 -2.555
H -2.712 -5.844 -0.141
H -0.962 -7.291 -0.441
H -0.328 -6.417 -1.864
H 2.497 -5.719 0.053
H 1.809 -6.203 -1.522
H 1.848 -3.369 0.868
H 1.868 -1.009 0.237
H 1.817 -0.354 -2.192
H 1.780 -2.143 -3.916
H 1.763 -4.517 -3.230
C 2.695 4.208 2.090
C 2.233 2.761 1.933
C 1.686 2.440 0.540
C 0.434 3.173 0.087
N -0.852 2.899 0.857
C -2.012 2.860 -0.110
C -1.932 1.486 -0.753
C -1.426 0.567 0.373
C -0.904 1.506 1.462
C -1.069 3.942 1.931
C -1.627 5.293 1.495
C -0.751 6.209 0.639
H 1.877 4.924 1.985
H 3.134 4.364 3.075
H 3.451 4.458 1.345
H 1.507 2.518 2.714
H 3.085 2.102 2.108
H 1.546 1.362 0.424
H 2.458 2.699 -0.189
H 0.235 2.913 -0.950
H 0.592 4.245 0.122
H -2.918 2.970 0.484
H -1.923 3.689 -0.808
H -1.233 1.487 -1.589
H -2.896 1.178 -1.148
H -0.654 -0.113 0.014
H -2.225 -0.051 0.775
H 0.064 1.230 1.858
H -1.602 1.563 2.292
H -0.119 4.053 2.451
H -1.778 3.504 2.631
H -1.843 5.810 2.432
H -2.595 5.160 1.011
H 0.254 6.309 1.051
H -1.190 7.205 0.607
H -0.671 5.869 -0.394

***

A structure of composition C22H37MnNOSi3Te in a non-equilibrium geometry, computed with wB97M-V/def2-TZVPD.

Properties
energy = -89201.1097 eV
2S+1 = 2
gap between HOMO and LUMO (alpha / beta) = 5.4 / 5.5 eV
E_HOMO (alpha / beta) = -0.83 / -0.94 eV
charge = -2
⟨S²⟩ = 0.918

Positions of all 66 atoms, in Å:
Mn 0.867 -0.373 2.004
C 0.624 -1.340 3.993
C 0.154 -2.213 2.981
C 1.246 -2.535 2.140
C 2.378 -1.823 2.604
C 2.000 -1.109 3.772
H 0.053 -0.995 4.842
H -0.826 -2.661 2.946
H 1.245 -3.260 1.348
H 3.388 -1.952 2.248
H 2.670 -0.577 4.429
C -3.298 -1.138 1.600
O -2.020 -1.115 1.036
Si -1.702 -0.607 -0.541
C -2.896 -1.664 -1.597
C -2.402 1.122 -0.794
C 0.075 -0.893 -0.783
Si 0.849 0.343 -1.901
C 0.649 2.132 -1.353
C 0.157 0.362 -3.688
C 2.705 0.051 -2.112
Si 0.411 -2.624 -1.215
C 0.042 -3.183 -3.009
C 2.245 -3.137 -1.051
C -0.597 -3.919 -0.224
H -3.985 -1.781 1.030
H -3.728 -0.131 1.664
H -3.226 -1.532 2.619
H -3.943 -1.386 -1.435
H -2.792 -2.729 -1.378
H -2.675 -1.523 -2.659
H -3.473 1.141 -0.564
H -2.276 1.435 -1.834
H -1.907 1.853 -0.156
H -0.278 2.580 -1.714
H 1.486 2.746 -1.699
H 0.641 2.178 -0.267
H -0.924 0.536 -3.672
H 0.324 -0.585 -4.206
H 0.617 1.158 -4.284
H 3.171 0.032 -1.126
H 3.170 0.862 -2.683
H 2.925 -0.894 -2.617
H 0.662 -2.632 -3.722
H -1.002 -2.997 -3.275
H 0.245 -4.251 -3.145
H 2.737 -3.122 -2.027
H 2.352 -4.146 -0.641
H 2.785 -2.444 -0.401
H -1.340 -4.405 -0.863
H -1.133 -3.436 0.597
H 0.036 -4.702 0.203
N 3.172 1.525 1.071
C 2.231 0.883 1.306
Te -0.651 1.610 2.711
C -0.397 3.653 1.786
C 0.899 4.081 1.495
C 1.135 5.408 1.160
C 0.088 6.324 1.129
C -1.198 5.903 1.438
C -1.436 4.571 1.766
H 1.718 3.373 1.521
H 2.142 5.733 0.922
H 0.273 7.359 0.859
H -2.018 6.614 1.419
H -2.444 4.246 1.999